This record from the Open Molecules 2025 dataset describes a molecular structure, C67H61Br2Cl2Ge2N2O7RuS4 in a non-equilibrium geometry. The level of theory is ωB97M-V/def2-TZVPD.

Atoms and positions in Å:
Ru 1.18 -2.36 -0.02
C 4.93 -1.87 4.38
C 3.84 -0.83 4.35
C 4.00 0.37 3.67
C 2.97 1.30 3.58
C 3.18 2.56 2.76
C 1.75 1.03 4.21
C 1.58 -0.16 4.93
C 0.28 -0.52 5.61
C 2.63 -1.07 4.99
C 0.67 2.07 4.18
C 0.62 2.87 5.32
C -0.27 3.92 5.42
C -1.11 4.20 4.35
C -1.09 3.41 3.20
C -0.21 2.32 3.09
Ge -0.30 1.14 1.47
S 0.75 -0.77 1.69
S -2.39 0.61 0.81
Ge -1.36 0.68 -1.21
S -0.28 -1.03 -1.89
S 0.16 2.23 -0.45
C -2.70 1.21 -2.59
C -4.03 0.76 -2.54
C -4.90 1.07 -3.59
C -4.48 1.83 -4.67
C -3.16 2.26 -4.74
C -2.27 1.95 -3.71
C -0.84 2.40 -3.84
C 0.09 1.61 -4.54
C -0.32 0.31 -5.20
C 1.41 2.03 -4.61
C 1.83 3.21 -4.02
C 3.28 3.64 -4.07
C 0.89 4.01 -3.39
C -0.44 3.63 -3.29
C -1.45 4.52 -2.59
C -4.60 -0.06 -1.41
C -4.44 -1.45 -1.37
C -3.66 -2.21 -2.42
C -5.02 -2.16 -0.33
C -5.77 -1.54 0.66
C -6.37 -2.33 1.80
C -5.95 -0.16 0.58
C -5.38 0.58 -0.44
C -5.56 2.08 -0.47
C -2.00 3.92 2.11
C -3.37 3.63 2.12
C -3.96 2.61 3.06
C -4.20 4.29 1.21
C -3.71 5.20 0.29
C -4.62 5.84 -0.74
C -2.35 5.49 0.31
C -1.49 4.88 1.21
C -0.02 5.25 1.22
H 5.82 -1.54 3.82
H 4.56 -2.79 3.92
H 5.23 -2.11 5.41
H 4.95 0.58 3.17
H 4.23 2.82 2.71
H 2.63 3.41 3.18
H 2.82 2.40 1.74
H -0.52 0.17 5.34
H 0.39 -0.51 6.69
H -0.02 -1.53 5.30
H 2.49 -2.01 5.51
H 1.30 2.66 6.13
H -0.30 4.54 6.31
H -1.80 5.03 4.39
H -5.92 0.71 -3.54
H -5.17 2.06 -5.48
H -2.81 2.83 -5.59
H -1.27 0.41 -5.73
H -0.45 -0.47 -4.44
H 0.44 -0.03 -5.90
H 2.13 1.41 -5.13
H 3.90 2.87 -4.52
H 3.65 3.84 -3.06
H 3.40 4.56 -4.65
H 1.20 4.95 -2.94
H -1.07 5.54 -2.51
H -1.64 4.14 -1.58
H -2.40 4.53 -3.12
H -3.52 -1.63 -3.33
H -4.17 -3.14 -2.67
H -2.66 -2.45 -2.04
H -4.88 -3.24 -0.29
H -6.19 -3.40 1.68
H -7.45 -2.16 1.87
H -5.93 -2.01 2.75
H -6.54 0.34 1.34
H -6.27 2.40 0.30
H -5.93 2.42 -1.44
H -4.60 2.57 -0.29
H -3.36 2.47 3.95
H -4.03 1.65 2.54
H -4.98 2.90 3.35
H -5.27 4.07 1.23
H -5.67 5.71 -0.47
H -4.46 5.37 -1.72
H -4.41 6.91 -0.84
H -1.95 6.22 -0.39
H 0.15 6.15 0.62
H 0.57 4.44 0.78
H 0.35 5.43 2.23
Cl 0.80 -8.03 -5.19
C 1.10 -6.63 -4.18
C 2.38 -6.05 -4.17
C 2.61 -4.93 -3.42
Cl 4.19 -4.22 -3.39
C 1.58 -4.29 -2.63
O 1.83 -3.18 -2.05
C 0.33 -4.97 -2.62
C -0.74 -4.52 -1.76
O -0.72 -3.62 -0.95
C 0.10 -6.11 -3.40
H 3.17 -6.49 -4.76
H -1.69 -5.08 -1.89
H -0.88 -6.58 -3.39
Br 6.84 0.09 -2.63
C 5.11 -0.24 -1.92
C 4.05 -0.45 -2.78
C 2.81 -0.70 -2.23
N 2.61 -0.76 -0.91
C 3.65 -0.55 -0.10
C 4.92 -0.26 -0.57
H 4.17 -0.44 -3.86
H 1.94 -0.85 -2.85
H 3.45 -0.61 0.96
H 5.74 -0.12 0.13
O 0.54 -5.25 3.12
N 0.87 -4.27 2.41
O 0.34 -4.18 1.22
O 1.68 -3.43 2.81
Br 8.21 -7.32 1.42
C 6.43 -6.67 1.66
C 5.58 -7.36 2.52
C 4.28 -6.89 2.67
C 3.85 -5.76 1.99
C 4.72 -5.08 1.15
C 6.02 -5.54 0.98
C 4.29 -3.80 0.42
O 5.21 -3.07 0.02
O 3.03 -3.65 0.31
H 5.93 -8.23 3.05
H 3.60 -7.41 3.33
H 2.84 -5.40 2.11
H 6.69 -4.99 0.32

Output
total charge	-2
2S+1	2
HOMO level (spin up / spin down)	-3.3 / -3.2	eV
ΔE to the lowest compared entry with this formula, charge and spin	14.74	kcal per mole
Kohn-Sham gap (spin up / spin down)	0.2542 / 0.2494	Eh
E	-411873.09030	eV